{"formula": "C11H29Cl6O12P3", "method": "ωB97M-V/def2-TZVPD", "symbols": ["C", "O", "P", "O", "O", "C", "O", "C", "H", "H", "H", "H", "H", "H", "H", "H", "H", "C", "O", "P", "O", "O", "C", "O", "C", "H", "H", "H", "H", "H", "H", "H", "H", "H", "C", "O", "P", "O", "O", "C", "O", "C", "H", "H", "H", "H", "H", "H", "H", "H", "H", "Cl", "C", "Cl", "Cl", "H", "Cl", "C", "Cl", "Cl", "H"], "coordinates": [[4.3257, -2.5774, 0.0185], [5.6168, -3.1214, 0.2796], [6.7423, -2.2318, 1.1265], [7.1544, -0.9564, 0.4858], [7.9571, -3.3265, 1.3653], [8.5785, -3.8970, 0.2484], [6.0287, -2.0410, 2.5647], [5.9576, -3.1946, 3.4353], [3.6535, -3.0858, 0.7097], [3.9572, -2.7750, -0.9881], [4.1846, -1.5106, 0.1920], [9.6286, -3.6083, 0.2941], [8.1869, -3.6030, -0.7254], [8.5897, -4.9817, 0.1414], [6.1243, -2.8643, 4.4606], [6.7133, -3.9547, 3.2374], [4.9606, -3.6094, 3.2870], [14.6897, -1.8761, 7.6330], [13.5581, -2.7053, 7.5738], [12.5817, -2.7569, 6.2896], [11.4133, -3.6246, 6.4578], [13.6741, -3.1079, 5.1179], [14.2884, -4.3483, 5.0774], [12.1983, -1.2413, 5.9769], [11.1455, -0.6472, 6.7911], [14.5169, -0.9641, 8.2043], [15.0049, -1.5125, 6.6550], [15.5738, -2.3750, 8.0300], [13.9601, -5.0075, 5.8809], [15.3595, -4.1459, 5.0821], [14.0359, -4.8810, 4.1606], [10.7131, -1.2345, 7.6012], [10.2590, -0.4999, 6.1742], [11.4331, 0.3350, 7.1662], [-0.4200, 5.8114, 4.2395], [0.2869, 5.0100, 3.4057], [0.3045, 5.1030, 1.7880], [0.1677, 6.3882, 1.1304], [-0.8909, 4.0655, 1.3472], [-2.2415, 4.4430, 1.4518], [1.7114, 4.2370, 1.5437], [2.8747, 4.8512, 0.9637], [-1.3627, 5.3757, 4.5706], [-0.6928, 6.7726, 3.8038], [0.1101, 6.0284, 5.1668], [-2.3825, 5.2671, 2.1512], [-2.7857, 3.6441, 1.9555], [-2.6973, 4.7627, 0.5147], [3.2731, 4.2445, 0.1505], [3.6693, 4.8409, 1.7098], [2.6901, 5.8855, 0.6737], [3.6654, -10.1804, -0.6382], [3.6347, -8.5421, -0.0516], [4.6998, -8.4448, 1.3814], [1.9928, -7.9774, 0.3414], [4.0123, -7.8097, -0.7651], [0.7608, -0.3828, 7.3806], [0.0828, -0.0513, 5.7242], [-1.6026, 0.5675, 5.8393], [0.0243, -1.5572, 4.7060], [0.7585, 0.7058, 5.3261]], "mulliken_charge": [-0.731, -0.250, 0.963, -0.674, -0.257, -0.732, -0.279, -0.563, 0.265, 0.277, 0.327, 0.280, 0.307, 0.292, 0.249, 0.295, 0.234, -0.717, -0.303, 1.075, -0.672, -0.313, -0.676, -0.305, -0.739, 0.274, 0.326, 0.290, 0.342, 0.241, 0.258, 0.337, 0.296, 0.287, -0.773, -0.230, 0.953, -0.653, -0.292, -0.643, -0.292, -0.638, 0.310, 0.368, 0.265, 0.266, 0.287, 0.267, 0.227, 0.257, 0.321, -0.105, 0.084, -0.129, -0.125, 0.275, -0.125, 0.081, -0.121, -0.117, 0.282], "multiplicity": 1, "lumo_energy_ev": 0.278, "relative_energy_kcal_mol": 0.0, "energy_ha": -5124.807592, "orbital_gap_ev": 10.81}